[1]
Formula: C4H11NO3
Source: OMol25
Level of theory: wB97M-V/def2-TZVPD

Cartesian coordinates (Å):
1 O 1.68456 -2.73383 -1.73219
2 C 1.58121 -1.95937 -0.78987
3 C 0.38697 -1.06323 -0.56289
4 C 0.74845 0.37351 -0.95791
5 N -0.03329 -1.38133 0.87301
6 C -1.17750 -0.57364 1.50647
7 O -0.90343 0.80413 1.61410
8 H 2.24999 -1.92976 0.15982
9 H -0.44177 -1.55123 -1.08143
10 H 1.73972 0.55011 -0.58057
11 H 0.47569 0.48974 -2.08108
12 H 0.06196 1.22347 -0.56668
13 H 0.73934 -1.18185 1.43142
14 H -2.04609 -0.46648 0.87400
15 H -1.49637 -0.96917 2.50732
16 H -0.18216 0.90263 2.22232
17 H -0.55172 3.34177 -1.51525
18 H -1.38938 2.99969 -0.21251
19 O -1.44618 3.12483 -1.10807

Output
2S+1 = 1
Max |F| = 0.0956 Eh/bohr
Frontier orbital gap = 10.20 eV
Lowest unoccupied orbital energy = 0.48 eV
Energy relative to the best compared isomer or geometry (same formula, charge and spin) = 75.3 kcal/mol
HOMO level = -9.72 eV

Results of the Löwdin charge analysis, in e, for atoms 1 through 6: 0.059, -0.234, -0.358, -0.053, 0.002, -0.232

***

[2]
Formula: CrN6O18
Source: OMol25
Level of theory: wB97M-V/def2-TZVPD

Cartesian coordinates (Å):
1 Cr 32.72767 -28.95440 -7.42951
2 N 32.22363 -32.09620 -8.40996
3 O 32.07829 -33.02089 -7.65440
4 O 32.70963 -31.00374 -8.00965
5 O 31.75398 -32.19820 -9.51232
6 N 32.60140 -28.86778 -10.73811
7 O 32.04713 -27.85741 -11.24963
8 O 32.42267 -29.95911 -11.24161
9 O 32.97806 -28.78438 -9.62373
10 N 35.43748 -28.98973 -6.76340
11 O 36.62523 -29.03026 -6.51882
12 O 34.82436 -28.27660 -7.52880
13 O 34.57125 -29.74819 -6.34073
14 N 32.07111 -25.66073 -8.43360
15 O 31.47432 -25.56485 -9.51733
16 O 32.33538 -24.69835 -7.81161
17 O 32.21850 -26.81667 -8.03011
18 N 29.88830 -29.04754 -9.33297
19 O 29.82698 -27.91268 -9.80345
20 O 30.59387 -29.19138 -8.33031
21 O 29.53069 -29.97600 -10.01356
22 N 31.99913 -28.55539 -4.88823
23 O 32.70920 -27.84774 -5.56934
24 O 31.50134 -28.35464 -3.79812
25 O 31.72936 -29.50072 -5.63796

Output
2S+1 = 4
Max |F| = 0.1470 Eh/bohr
Frontier orbital gap (spin up / spin down) = 5.62 / 6.23 eV
Lowest unoccupied orbital energy (spin up / spin down) = 6.57 / 7.18 eV
Energy relative to the best compared isomer or geometry (same formula, charge and spin) = 103.0 kcal/mol
Charge = -3
HOMO level (spin up / spin down) = 0.95 / 0.95 eV

Results of the Löwdin charge analysis, in e, for atoms 1 through 6: 1.226, -0.602, -0.026, -0.124, 0.031, -0.611

***

[3]
Formula: C2H2N3S2
Source: OMol25
Level of theory: wB97M-V/def2-TZVPD

Cartesian coordinates (Å):
1 C -0.12038 -2.85672 -1.60002
2 C -1.29698 -2.61773 -1.41187
3 N -3.60504 -2.40247 -0.85375
4 N -1.10752 3.64788 -0.49309
5 N -2.53685 -2.56205 -1.14799
6 S 0.40479 1.17069 -1.13271
7 S 0.24819 2.97999 -0.38614
8 H 0.93365 -2.57944 -1.84455
9 H -1.89193 3.16076 -1.00075

Output
2S+1 = 1
Max |F| = 0.0937 Eh/bohr
Frontier orbital gap = 4.91 eV
Lowest unoccupied orbital energy = -7.59 eV
Energy relative to the best compared isomer or geometry (same formula, charge and spin) = 65.6 kcal/mol
Charge = +1
HOMO level = -12.50 eV

Results of the Löwdin charge analysis, in e, for atoms 1 through 6: 0.346, -0.059, 0.468, -0.410, 0.090, 0.003

***

[4]
Formula: C4H6O2
Source: OMol25
Level of theory: wB97M-V/def2-TZVPD

Cartesian coordinates (Å):
1 O 1.75477 1.40547 1.00220
2 C 2.02767 0.31743 0.14099
3 C 0.78437 -0.15390 -0.48356
4 C -0.35991 -0.51524 -0.60769
5 C -1.77010 -0.83203 -0.37047
6 O -2.62902 0.25811 -0.62529
7 H 1.01671 1.13895 1.56628
8 H 2.44809 -0.53672 0.69237
9 H 2.78066 0.66259 -0.56922
10 H -2.12489 -1.68124 -0.95858
11 H -1.80346 -1.13030 0.68891
12 H -2.12487 1.06687 -0.47593

Output
2S+1 = 1
Max |F| = 0.0118 Eh/bohr
Frontier orbital gap = 10.59 eV
Lowest unoccupied orbital energy = 0.64 eV
Energy relative to the best compared isomer or geometry (same formula, charge and spin) = 67.3 kcal/mol
HOMO level = -9.95 eV

Results of the Löwdin charge analysis, in e, for atoms 1 through 6: -0.058, -0.275, 0.009, 0.001, -0.277, -0.056

***

[5]
Formula: C26H57ClN15O10
Source: OMol25
Level of theory: wB97M-V/def2-TZVPD

Cartesian coordinates (Å):
1 C 2.08705 1.08425 4.12076
2 C 2.73240 -0.25773 4.66771
3 C 3.88951 -0.84058 3.77084
4 N 3.44278 -1.96475 2.86172
5 C 2.38176 -1.48671 2.03047
6 C 1.09357 -2.16103 2.13632
7 C -0.00436 -1.64938 1.32308
8 C -1.46357 -2.20646 1.32371
9 O -1.60827 -3.33904 0.95806
10 O -2.51535 -1.40842 1.67520
11 C -2.18937 -0.46492 2.72896
12 O -3.33434 0.27350 3.11808
13 C -3.53881 1.26358 2.08345
14 C -3.01190 2.69650 2.43515
15 C -3.12747 3.55530 1.08083
16 C 0.25120 -0.48681 0.43453
17 Cl -1.07234 0.19119 -0.52845
18 C 1.58828 0.12048 0.37895
19 C 1.76838 1.34797 -0.55168
20 C 3.29821 1.65252 -0.93316
21 C 3.90970 2.89076 -0.17120
22 C 5.05494 2.47400 0.87538
23 N 4.70767 2.82750 2.27773
24 C 5.80033 2.20568 3.12484
25 C 4.74968 4.27066 2.49246
26 C 3.86727 4.82833 3.65810
27 O 5.44411 5.02360 1.85291
28 N 2.57650 -0.41146 1.17739
29 H 1.67470 1.74894 4.92099
30 H 2.76294 1.63230 3.40340
31 H 1.19093 0.77562 3.49600
32 H 3.16747 -0.01050 5.67935
33 H 1.90775 -1.01511 4.81395
34 H 4.39090 -0.07218 3.12736
35 H 4.68901 -1.27395 4.43426
36 H 3.10775 -2.73600 3.44139
37 H 0.88292 -3.03798 2.79081
38 H -1.42664 0.30961 2.41909
39 H -1.84476 -1.05689 3.62396
40 H -4.64809 1.35506 1.91481
41 H -3.07179 0.97855 1.09672
42 H -1.92164 2.73623 2.71028
43 H -3.61239 3.24268 3.20343
44 H -2.13166 3.56843 0.55466
45 H -3.54310 4.57712 1.24892
46 H -3.81283 2.97592 0.39234
47 H 1.33381 2.29657 -0.13364
48 H 1.21986 1.13658 -1.51396
49 H 3.28587 1.88095 -2.03570
50 H 3.85716 0.69054 -0.77385
51 H 4.36519 3.58274 -0.93528
52 H 3.16329 3.50554 0.39394
53 H 5.09975 1.34598 0.83186
54 H 6.02818 2.92182 0.53469
55 H 6.43838 2.98190 3.62262
56 H 5.31070 1.61178 3.94052
57 H 6.45382 1.52025 2.52228
58 H 2.78904 4.76939 3.35365
59 H 4.01264 4.15587 4.55440
60 H 4.16591 5.86554 3.94856
61 H 3.51435 0.00030 1.18863
62 C -2.45763 5.29361 -2.30583
63 O -1.55943 4.56401 -1.91283
64 N -2.62224 6.56623 -1.84990
65 N -3.37108 4.89857 -3.23168
66 H -3.35244 7.18008 -2.15952
67 H -1.96637 6.89581 -1.16394
68 H -3.28308 3.96371 -3.59349
69 H -4.11496 5.48195 -3.56641
70 C 7.21387 -2.67187 0.60283
71 O 7.97333 -2.51411 -0.33212
72 N 7.62955 -3.11637 1.82158
73 N 5.87377 -2.41606 0.51203
74 H 7.01848 -3.25348 2.60456
75 H 8.60949 -3.31551 1.92653
76 H 5.53104 -2.08702 -0.37379
77 H 5.22727 -2.53936 1.27132
78 C -2.03559 -0.95948 -4.52302
79 O -2.52049 0.11772 -4.19716
80 N -1.69813 -1.25434 -5.80453
81 N -1.79461 -1.95142 -3.62306
82 H -1.30102 -2.12974 -6.09033
83 H -1.86188 -0.54541 -6.49907
84 H -2.03411 -1.76585 -2.66621
85 H -1.39929 -2.84266 -3.86114
86 C -3.84976 -4.47319 -2.22774
87 O -2.75440 -4.62014 -2.75035
88 N -5.01497 -4.63726 -2.90934
89 N -3.99484 -4.13235 -0.91772
90 H -5.92323 -4.52158 -2.49912
91 H -4.94663 -4.88931 -3.87949
92 H -3.15373 -4.00333 -0.38325
93 H -4.88320 -4.00691 -0.46778
94 C -2.62554 -2.84692 -9.31668
95 O -2.16717 -1.80449 -8.87736
96 N -2.14696 -3.44037 -10.44349
97 N -3.65536 -3.50425 -8.71583
98 H -2.50925 -4.29584 -10.82108
99 H -1.38612 -2.98286 -10.91446
100 H -4.03498 -3.09424 -7.88021
101 H -4.04731 -4.36104 -9.05941
102 C -7.49099 -2.96185 1.94649
103 O -8.50206 -3.10135 1.28405
104 N -6.30438 -2.56609 1.39839
105 N -7.45418 -3.18767 3.28840
106 H -5.45778 -2.44422 1.92361
107 H -6.29528 -2.38931 0.40918
108 H -8.30985 -3.48069 3.72692
109 H -6.63147 -3.07822 3.85106

Output
2S+1 = 1
Max |F| = 0.0582 Eh/bohr
Frontier orbital gap = 6.53 eV
Lowest unoccupied orbital energy = -4.51 eV
Charge = +1
HOMO level = -11.04 eV

Results of the Löwdin charge analysis, in e, for atoms 1 through 6: -0.098, -0.204, -0.181, 0.024, -0.214, 0.098

***

[6]
Formula: CH2Cl3PS
Source: OMol25
Level of theory: wB97M-V/def2-TZVPD

Cartesian coordinates (Å):
1 C -0.00278 -0.21660 -1.54252
2 P 0.79216 -0.50551 1.55500
3 S -0.68145 0.76849 2.10447
4 Cl 0.66475 -1.55189 -2.52466
5 Cl 0.76395 1.32861 -1.99429
6 Cl -1.73768 -0.20690 -1.42839
7 H 1.92322 0.45846 1.65767
8 H -1.72218 -0.07466 2.17272

Output
2S+1 = 1
Max |F| = 0.0315 Eh/bohr
Frontier orbital gap (spin up / spin down) = 8.02 / 6.65 eV
Lowest unoccupied orbital energy (spin up / spin down) = -0.97 / -1.23 eV
Energy relative to the best compared isomer or geometry (same formula, charge and spin) = 66.9 kcal/mol
HOMO level (spin up / spin down) = -8.98 / -7.88 eV

Results of the Löwdin charge analysis, in e, for atoms 1 through 6: -1.594, 0.313, 0.195, 0.465, 0.463, 0.504

***

[7]
Formula: C4H13NPS
Source: OMol25
Level of theory: wB97M-V/def2-TZVPD

Cartesian coordinates (Å):
1 C 0.18629 1.25134 -1.17547
2 C 1.13458 -1.51371 -0.82238
3 C 1.46137 -0.07992 1.20301
4 C -0.48281 0.44075 -0.10176
5 N 0.52712 -0.76504 0.31463
6 P -3.69673 0.02881 0.60845
7 S -1.92467 -0.54789 -0.50997
8 H 0.86992 2.00708 -0.77219
9 H -0.66455 1.96482 -1.65047
10 H 0.58461 0.58683 -2.00567
11 H 0.99014 -2.56656 -0.64193
12 H 0.62971 -1.32494 -1.70289
13 H 2.11867 -1.13622 -0.81861
14 H 1.91521 0.83396 0.71778
15 H 1.03936 0.45648 2.09028
16 H 2.26231 -0.69386 1.34006
17 H -0.68707 0.98925 0.79559
18 H 0.03001 -1.41297 0.87591
19 H -2.80325 0.07896 1.78438
20 H -3.49022 1.40284 0.47127

Output
2S+1 = 1
Max |F| = 0.0711 Eh/bohr
Frontier orbital gap = 10.19 eV
Lowest unoccupied orbital energy = -2.98 eV
Energy relative to the best compared isomer or geometry (same formula, charge and spin) = 38.1 kcal/mol
Charge = +1
HOMO level = -13.17 eV

Results of the Löwdin charge analysis, in e, for atoms 1 through 6: -0.098, 0.022, -0.025, -0.643, -0.207, 0.564

***

[8]
Formula: ClFHOPS
Source: OMol25
Level of theory: wB97M-V/def2-TZVPD

Cartesian coordinates (Å):
1 O -0.51402 -0.52868 0.05271
2 F -2.04254 0.68502 -1.43113
3 P -1.83353 0.40669 0.13946
4 S -0.30157 2.85461 -0.15562
5 Cl -3.22952 -0.84278 0.47505
6 H 0.42096 -0.26979 0.13674

Output
2S+1 = 1
Max |F| = 0.0987 Eh/bohr
Frontier orbital gap (spin up / spin down) = 6.99 / 7.09 eV
Lowest unoccupied orbital energy (spin up / spin down) = -2.46 / -2.61 eV
Energy relative to the best compared isomer or geometry (same formula, charge and spin) = 89.8 kcal/mol
HOMO level (spin up / spin down) = -9.45 / -9.70 eV

Atom-resolved charges from Löwdin, all expressed in e: -0.344, -0.346, 0.164, 0.048, 0.407, 0.071